{"formula": "C69H169N3O17", "method": "ωB97M-V/def2-TZVPD", "species": ["C", "C", "C", "O", "H", "H", "H", "H", "H", "H", "H", "H", "C", "C", "C", "O", "H", "H", "H", "H", "H", "H", "H", "H", "C", "C", "C", "O", "H", "H", "H", "H", "H", "H", "H", "H", "C", "C", "C", "O", "H", "H", "H", "H", "H", "H", "H", "H", "C", "C", "C", "O", "H", "H", "H", "H", "H", "H", "H", "H", "C", "C", "C", "O", "H", "H", "H", "H", "H", "H", "H", "H", "C", "C", "C", "O", "H", "H", "H", "H", "H", "H", "H", "H", "C", "C", "C", "O", "H", "H", "H", "H", "H", "H", "H", "H", "C", "C", "C", "O", "H", "H", "H", "H", "H", "H", "H", "H", "C", "C", "C", "O", "H", "H", "H", "H", "H", "H", "H", "H", "C", "C", "C", "O", "H", "H", "H", "H", "H", "H", "H", "H", "C", "C", "C", "O", "H", "H", "H", "H", "H", "H", "H", "H", "C", "C", "C", "O", "H", "H", "H", "H", "H", "H", "H", "H", "C", "C", "C", "O", "H", "H", "H", "H", "H", "H", "H", "H", "C", "C", "C", "C", "C", "C", "N", "O", "C", "C", "C", "H", "H", "H", "H", "H", "H", "H", "H", "H", "H", "H", "H", "H", "H", "H", "H", "H", "H", "H", "C", "C", "C", "C", "C", "C", "N", "O", "C", "C", "C", "H", "H", "H", "H", "H", "H", "H", "H", "H", "H", "H", "H", "H", "H", "H", "H", "H", "H", "H", "C", "C", "C", "C", "C", "C", "N", "O", "C", "C", "C", "H", "H", "H", "H", "H", "H", "H", "H", "H", "H", "H", "H", "H", "H", "H", "H", "H", "H", "H"], "xyz": [[11.04881, -16.26760, -10.85704], [11.36464, -15.41253, -9.64398], [11.31503, -16.14263, -8.28794], [12.64338, -14.98077, -9.94895], [11.04645, -15.65614, -11.75938], [10.03652, -16.66171, -10.76730], [11.71076, -17.13293, -10.89036], [10.68672, -14.56211, -9.57108], [11.08088, -15.51107, -7.43097], [12.25600, -16.66428, -8.11315], [10.57009, -16.93546, -8.22017], [13.33311, -15.64395, -9.87100], [7.48256, -18.08750, -12.44570], [6.94920, -19.40012, -13.10538], [7.76555, -19.64266, -14.42414], [7.21387, -20.46061, -12.21853], [7.05187, -17.90173, -11.46178], [7.41938, -17.23891, -13.12687], [8.54128, -18.30144, -12.29927], [5.87016, -19.37770, -13.25792], [8.83768, -19.60393, -14.23143], [7.56500, -18.96725, -15.25582], [7.57799, -20.65212, -14.79007], [6.90492, -21.30506, -12.55475], [9.00087, -14.77876, -21.57873], [9.40684, -15.47476, -20.28080], [10.49385, -16.55038, -20.62505], [10.05254, -14.55483, -19.47873], [8.30892, -15.43020, -22.11250], [9.84155, -14.63445, -22.25736], [8.39127, -13.87716, -21.51864], [8.52926, -15.86854, -19.76807], [11.00278, -16.96637, -19.75554], [11.27325, -16.08409, -21.22772], [10.19517, -17.37751, -21.26905], [10.03800, -14.87526, -18.57390], [9.66176, -9.26197, -15.44914], [9.66719, -7.72016, -15.58379], [8.35998, -7.25807, -16.30353], [9.78233, -7.08558, -14.32596], [10.66097, -9.63337, -15.22167], [9.36593, -9.73006, -16.38802], [8.91049, -9.49965, -14.69601], [10.54531, -7.34141, -16.10680], [8.24275, -7.54202, -17.34934], [8.30232, -6.16961, -16.30848], [7.46378, -7.57609, -15.77081], [9.12369, -7.51125, -13.77225], [6.07345, -12.20380, -7.55773], [6.78410, -11.60961, -8.78323], [7.91459, -12.37840, -9.46543], [5.79119, -11.22895, -9.71258], [5.36451, -11.53022, -7.07628], [6.76888, -12.54404, -6.79046], [5.59942, -13.15947, -7.78155], [7.17165, -10.63884, -8.47417], [7.68348, -13.44241, -9.51614], [8.87533, -12.18154, -8.98968], [7.94187, -12.14249, -10.52924], [5.18367, -10.71487, -9.17569], [4.73400, -11.79666, -13.04872], [6.27797, -11.85927, -12.90658], [6.81807, -11.76307, -14.38091], [6.67845, -10.73412, -12.11816], [4.18397, -11.97755, -12.12523], [4.43016, -12.60418, -13.71482], [4.48487, -10.86911, -13.56417], [6.67170, -12.74128, -12.40148], [7.90406, -11.70811, -14.30536], [6.44506, -10.84873, -14.84238], [6.54130, -12.57515, -15.05324], [6.40982, -10.92760, -11.21705], [15.80665, -14.50193, -15.18538], [15.12035, -15.41523, -14.17952], [14.04819, -14.67596, -13.30460], [14.57925, -16.42587, -14.98585], [16.39605, -13.78538, -14.61331], [15.16647, -13.91858, -15.84717], [16.46888, -15.00042, -15.89324], [15.88757, -15.85272, -13.54073], [13.47308, -15.43342, -12.77205], [13.24883, -14.16165, -13.83809], [14.38865, -13.91408, -12.60337], [15.28807, -17.01292, -15.25887], [4.70643, -16.41945, -16.41428], [3.79961, -16.06056, -15.22899], [4.49081, -15.46783, -14.02829], [2.82436, -15.15034, -15.76346], [4.22106, -16.82108, -17.30378], [5.43974, -17.11542, -16.00687], [5.24654, -15.55737, -16.80569], [3.29326, -16.95855, -14.87497], [5.30324, -16.07048, -13.62223], [3.85027, -15.13871, -13.21007], [5.05556, -14.59506, -14.35607], [2.08934, -15.14327, -15.14597], [13.61901, -10.38593, -16.79743], [14.28856, -9.65236, -17.94293], [13.49289, -8.41759, -18.45963], [15.57914, -9.18057, -17.54783], [13.65061, -9.79653, -15.88108], [14.13270, -11.32355, -16.58510], [12.55331, -10.60219, -16.87238], [14.41605, -10.37843, -18.74585], [12.83684, -7.98204, -17.70598], [12.86282, -8.66584, -19.31373], [14.16268, -7.67547, -18.89407], [16.14238, -9.05617, -18.31522], [10.33971, -11.76866, -21.40922], [10.34109, -11.30859, -19.90587], [10.00544, -9.81062, -19.72881], [9.37342, -12.02680, -19.24982], [10.75752, -12.75602, -21.60583], [10.88749, -11.10797, -22.08117], [9.32452, -11.70552, -21.80102], [11.29585, -11.52304, -19.42572], [10.78666, -9.16576, -20.13125], [9.97306, -9.65397, -18.65061], [9.01965, -9.51094, -20.08449], [9.68670, -12.92589, -19.37264], [12.15553, -18.22337, -14.08183], [11.87019, -17.92843, -15.54090], [10.50553, -18.33999, -16.04500], [12.01678, -16.55888, -15.72381], [13.17174, -18.50423, -13.80517], [11.61394, -19.11979, -13.77981], [11.75431, -17.52704, -13.34545], [12.68581, -18.43410, -16.05778], [10.52730, -18.08598, -17.10477], [9.70285, -17.81789, -15.52422], [10.44279, -19.42518, -15.96426], [12.91340, -16.35499, -15.44795], [5.05273, -16.80068, -22.97382], [4.56607, -16.50115, -21.53338], [5.51635, -15.94000, -20.55553], [3.36161, -15.76987, -21.68476], [4.20177, -17.16282, -23.55073], [5.84939, -17.54411, -22.94656], [5.42899, -15.91512, -23.48598], [4.30711, -17.42525, -21.01658], [6.44313, -16.51336, -20.57652], [5.17453, -15.91776, -19.52075], [5.78755, -14.92549, -20.84765], [2.89633, -15.71990, -20.84654], [8.98850, -14.90295, -14.81669], [9.40801, -14.30007, -16.10889], [10.57293, -13.26351, -16.00112], [9.82995, -15.37307, -16.89172], [9.71062, -15.51506, -14.27637], [8.17053, -15.56199, -15.10773], [8.58838, -14.24677, -14.04375], [8.53697, -13.86541, -16.59926], [10.78250, -12.90255, -17.00805], [11.54285, -13.65442, -15.69364], [10.37442, -12.31300, -15.50594], [10.61561, -15.64987, -16.41451], [6.11154, -13.01512, -18.22458], [6.00709, -11.62439, -18.69144], [6.52595, -10.63799, -17.64595], [6.68546, -11.39003, -19.92514], [5.63776, -13.60001, -19.01295], [5.59257, -13.19524, -17.28313], [7.13893, -13.36539, -18.12517], [4.96410, -11.32651, -18.79889], [7.51087, -10.84453, -17.22718], [5.83756, -10.66084, -16.80115], [6.55741, -9.61143, -18.01103], [7.61492, -11.57631, -19.77350], [9.14503, -23.76604, -21.09883], [8.54403, -22.89178, -19.95276], [9.64438, -22.32020, -19.01606], [9.40081, -21.06321, -18.17407], [8.92519, -19.97881, -19.04959], [7.67459, -20.35541, -19.92689], [7.94062, -21.70935, -20.63353], [7.12232, -22.05578, -21.59063], [6.36936, -20.34370, -19.02454], [7.51590, -19.30500, -21.08020], [7.58601, -23.69866, -19.08307], [9.82685, -24.50471, -20.67741], [9.72385, -23.22484, -21.84728], [8.38489, -24.30146, -21.66769], [10.05834, -23.07252, -18.34467], [10.46410, -22.01399, -19.66598], [10.38494, -20.84089, -17.76157], [8.70957, -21.26688, -17.35626], [9.72101, -19.74732, -19.75753], [8.60364, -19.12864, -18.44798], [6.26714, -19.33206, -18.63180], [5.43372, -20.54679, -19.54553], [6.36056, -21.08440, -18.22493], [8.28988, -19.45738, -21.83242], [6.67616, -19.46502, -21.75647], [7.63625, -18.27473, -20.74530], [6.83773, -24.09359, -19.77025], [7.05736, -23.05388, -18.38102], [8.05625, -24.54035, -18.57461], [6.35327, -22.39420, -21.12627], [13.92124, -9.68693, -9.49174], [12.52376, -10.38319, -9.42842], [11.39027, -9.30527, -9.50101], [10.97915, -8.87284, -10.97267], [10.50280, -10.16401, -11.59606], [11.65260, -11.22511, -11.73692], [12.28797, -11.47831, -10.41722], [13.30959, -12.37334, -10.52382], [10.93759, -12.55679, -12.05513], [12.58358, -10.84561, -12.87893], [12.41751, -11.00112, -8.02521], [13.98493, -8.91305, -8.72679], [13.93762, -9.19999, -10.46679], [14.78296, -10.35436, -9.50006], [10.49388, -9.61733, -8.96510], [11.67339, -8.38745, -8.98571], [11.86955, -8.41021, -11.39842], [10.14980, -8.16970, -11.04936], [10.00748, -9.97144, -12.54773], [9.69191, -10.58815, -11.00390], [11.65756, -13.36723, -12.16883], [10.26783, -12.93167, -11.28118], [10.37903, -12.45354, -12.98543], [13.42422, -11.53669, -12.81693], [12.13922, -10.95801, -13.86788], [12.95775, -9.82573, -12.78972], [11.63574, -11.75147, -7.90733], [12.14386, -10.25237, -7.28185], [13.29306, -11.60018, -7.77491], [12.96724, -13.15231, -10.07931], [13.86349, -15.43091, -18.49623], [14.80884, -14.77263, -19.50483], [15.99465, -15.73200, -19.65198], [16.85471, -15.45321, -20.83250], [15.96335, -15.44135, -22.11700], [14.74822, -14.50185, -22.05583], [14.03710, -14.60507, -20.73248], [13.04643, -13.65876, -20.54900], [15.20863, -13.13731, -22.48607], [13.78930, -15.02800, -23.13623], [15.38098, -13.47147, -18.77641], [13.40093, -16.36820, -18.80547], [14.42480, -15.79598, -17.63614], [13.03661, -14.77345, -18.22770], [16.48102, -15.85208, -18.68393], [15.49288, -16.67589, -19.86505], [17.41157, -14.53062, -20.66874], [17.64822, -16.18805, -20.96835], [15.73195, -16.49250, -22.28916], [16.62348, -15.14720, -22.93298], [14.49912, -12.33379, -22.28845], [15.36056, -13.06706, -23.56314], [16.15787, -12.91085, -22.00051], [12.85647, -14.48017, -23.26967], [13.47008, -16.02380, -22.82870], [14.27379, -15.15867, -24.10386], [16.15117, -13.70266, -18.04057], [15.76580, -12.71300, -19.45812], [14.56485, -12.89901, -18.33562], [12.36716, -14.24123, -20.20126]], "forces_ev_per_a": [[-1.88, -0.39, 0.60], [-0.56, -1.68, 0.08], [-0.18, -0.51, -0.02], [1.77, 2.28, 0.47], [0.43, -0.13, -0.01], [-0.21, -0.22, -0.09], [0.21, 0.13, -0.25], [0.28, 0.29, -0.32], [0.37, 0.33, -0.16], [0.20, 0.15, 0.09], [-0.26, 0.02, -0.46], [-0.31, -0.31, 0.16], [0.08, -1.45, -0.32], [1.04, 0.78, -0.88], [-0.61, -0.27, 0.47], [0.44, -0.11, 0.97], [-0.22, 0.14, -0.19], [-0.27, 0.02, 0.12], [0.17, 0.21, 0.15], [-0.09, 0.33, -0.41], [-0.08, 0.12, 0.30], [-0.25, 0.23, 0.16], [-0.19, -0.13, -0.06], [-0.11, 0.12, -0.26], [-0.98, -0.79, -0.57], [0.88, -0.92, -1.89], [-0.34, -0.06, -0.33], [0.74, 1.37, 0.46], [0.08, -0.47, -0.14], [0.08, 0.20, 0.22], [0.42, 0.24, 0.63], [-0.04, -0.25, 0.04], [-0.28, 0.04, 0.27], [0.11, 0.45, 0.12], [-0.58, -0.12, 0.18], [0.16, -0.32, 1.04], [0.30, 0.98, -0.48], [-0.88, -0.27, -0.95], [0.41, 0.59, 0.27], [-0.11, -0.19, 0.27], [-0.11, -0.07, 0.45], [-0.12, 0.04, -0.05], [0.14, -0.36, 0.15], [-0.06, -0.27, -0.39], [0.33, -0.43, 0.04], [0.21, 0.13, 0.12], [0.04, -0.34, 0.16], [-0.13, 0.11, 0.41], [0.94, -1.25, 0.04], [0.35, 0.90, 1.14], [-1.01, -0.53, -0.17], [-0.78, -0.53, -0.30], [0.00, 0.11, -0.24], [0.39, 0.51, 0.13], [-0.48, 0.16, -0.48], [0.67, -0.02, 0.39], [0.16, -0.28, 0.53], [-0.06, -0.15, -0.09], [0.30, 0.62, 0.12], [-0.43, 0.19, -0.45], [0.64, -1.24, -0.20], [-1.22, 0.93, -1.15], [0.47, 0.47, 1.62], [0.87, 0.00, -1.58], [0.09, 0.49, 0.15], [-0.13, -0.05, -0.14], [-0.12, 0.12, 0.43], [-0.29, -0.49, -0.20], [0.16, 0.04, -0.35], [0.11, 0.08, 0.21], [-0.11, -0.26, 0.39], [-0.36, 0.19, 0.34], [0.66, 1.27, 0.54], [0.33, 2.05, -0.48], [-0.36, -1.07, -0.57], [-1.22, -1.35, 0.25], [0.26, 0.24, -0.18], [-0.61, -0.12, 0.36], [0.21, -0.47, 0.34], [-0.05, 0.03, 0.33], [0.24, -0.12, 0.45], [0.27, 0.03, -0.83], [0.61, -0.34, 0.01], [-0.03, -0.01, -0.09], [0.51, 0.20, 0.78], [-0.61, -0.11, -0.85], [1.41, 0.83, -0.24], [0.05, -0.17, 0.30], [-0.43, -0.33, 0.46], [0.20, -0.23, -0.40], [0.08, 0.29, 0.36], [-0.19, -0.33, -0.24], [-0.30, -0.62, 0.09], [-0.26, -0.24, -0.16], [-0.18, 0.39, -0.11], [-0.17, 0.21, 0.00], [0.23, 0.16, 0.94], [-0.52, 0.95, -0.77], [-0.20, -0.73, -0.52], [0.12, -0.51, 0.85], [0.36, 0.24, 0.08], [0.05, -0.04, -0.02], [-0.04, 0.00, -0.82], [-0.02, 0.03, -0.30], [0.26, 0.14, 0.13], [-0.27, -0.37, 0.11], [0.18, 0.11, 0.47], [-0.19, -0.04, -0.13], [0.34, 0.93, 0.09], [0.37, 1.50, -2.21], [0.46, -0.60, 0.49], [-1.15, -0.14, 1.04], [-0.15, 0.00, 0.45], [0.37, 0.31, 0.28], [-0.21, -0.24, 0.25], [0.47, 0.17, -0.19], [-0.13, -0.03, -0.15], [0.09, 0.19, 0.16], [0.04, -0.27, -0.40], [-0.53, -1.19, 0.21], [-0.96, -1.66, 1.41], [0.58, -0.28, 1.27], [1.04, -0.22, -0.31], [-0.59, 1.29, -0.79], [0.24, 0.60, -0.37], [-0.22, -0.47, -0.19], [0.18, 0.65, -0.39], [-0.20, -0.33, -0.70], [-0.52, 0.04, -0.08], [0.06, -0.12, -0.08], [-0.37, 0.07, 0.10], [0.54, 0.38, 0.01], [-0.01, 0.23, 0.97], [-1.02, -1.48, -0.45], [1.53, 1.47, -0.14], [-0.17, 0.60, -0.17], [0.10, -0.15, 0.08], [-0.05, -0.05, -0.09], [0.02, 0.17, 0.19], [-0.29, -0.85, -0.62], [0.01, -0.13, 0.04], [-0.32, -0.09, -0.09], [0.10, 0.25, 0.13], [0.06, 0.04, 0.13], [-1.36, -0.43, 1.34], [1.07, 1.69, 0.92], [-0.37, 0.40, -1.25], [0.01, -0.22, -1.21], [0.53, 0.01, -0.45], [-0.19, -0.31, 0.32], [-0.04, 0.51, -0.25], [0.12, 0.28, 0.01], [-0.09, -0.13, -0.43], [-0.24, -0.41, 0.55], [-0.35, -0.29, 0.62], [0.93, -0.94, -0.16], [-0.32, -1.45, -0.41], [1.04, 2.45, 0.43], [-0.20, 0.28, 0.57], [-1.09, -0.27, -0.15], [0.00, -0.47, 0.22], [-0.11, 0.09, 0.03], [0.16, 0.19, -0.03], [-0.12, -0.29, -0.58], [0.18, -0.38, -0.26], [-0.08, 0.12, 0.08], [-0.14, -0.03, -0.23], [0.62, -0.21, 0.16], [0.11, -0.17, 0.61], [0.80, 1.34, 0.30], [0.84, -0.01, -0.61], [-0.21, -1.66, 0.04], [-1.47, 0.36, -1.31], [-0.74, -1.14, -0.57], [3.91, 2.14, 3.71], [-2.73, -0.52, -2.18], [0.57, -0.05, -0.65], [0.72, -0.88, -0.26], [-0.79, 0.11, -0.92], [-0.05, -0.16, 0.17], [-0.08, 0.50, 0.30], [-0.17, 0.02, 0.25], [-0.17, -0.42, -0.19], [0.25, -0.18, -0.24], [-0.15, 0.25, 0.28], [-0.06, 0.05, 0.19], [0.05, 0.48, 0.05], [0.33, 0.42, -0.24], [-0.03, -0.02, 0.29], [0.13, 0.05, -0.58], [0.46, 0.23, 0.24], [0.70, -0.12, 0.36], [-0.71, 0.17, 0.78], [-0.41, -0.08, 0.19], [-0.33, -0.38, 0.19], [0.21, -0.12, 0.21], [0.07, 0.12, -0.03], [-0.99, -0.33, -0.37], [-0.97, 0.00, -1.34], [0.06, -0.09, 0.64], [-0.38, 0.97, -1.29], [0.33, -1.18, 1.67], [0.83, -0.40, -0.45], [-1.89, -0.18, 0.39], [-2.11, 2.53, 0.13], [1.49, -0.29, 0.03], [0.43, -0.23, -0.56], [0.64, -0.31, 0.38], [-0.33, -0.79, 0.17], [0.15, -0.19, 0.08], [0.26, 0.37, -0.08], [-0.26, -0.19, 0.39], [-0.07, -0.48, -0.11], [0.55, -0.15, 0.27], [-0.15, -0.14, -0.54], [0.18, 0.30, 0.56], [0.40, -0.23, -0.43], [0.09, 0.02, 0.38], [0.23, 0.02, -0.29], [-0.16, 0.57, 0.24], [-0.07, -0.11, -0.11], [0.25, 0.11, -0.21], [-0.27, -0.03, 0.10], [0.02, 0.02, 0.04], [-0.53, 0.05, -0.60], [0.67, 0.15, 0.14], [0.41, 0.54, 0.23], [0.21, -0.63, -0.02], [-0.16, -0.45, 0.35], [0.77, 0.72, 1.70], [-1.46, -0.98, -0.51], [0.31, 0.64, -0.70], [1.32, -0.09, 1.41], [-0.97, -0.60, -0.58], [2.66, -1.35, -1.02], [-0.39, 0.58, -0.13], [0.33, 1.22, 0.30], [-0.62, -0.82, 0.35], [-1.06, 0.32, -1.17], [-0.01, 0.01, -0.85], [-0.01, 0.71, 0.47], [0.17, 0.09, 0.44], [0.21, 0.22, -0.12], [0.14, -0.56, 0.09], [-0.15, 0.43, -0.25], [-0.12, -0.29, 0.06], [-0.57, 0.03, -0.06], [-0.29, 0.15, -0.26], [-0.14, -0.12, 0.40], [0.17, -0.39, -0.05], [0.04, 0.33, 0.04], [0.20, 0.48, 0.08], [-0.01, -0.19, 0.03], [0.14, 0.29, 0.01], [-0.20, -0.10, -0.02], [0.46, -0.32, -0.41], [-0.13, -0.31, 0.47], [-0.95, 0.37, 0.02]], "molar_mass_g_mol": 1313.1, "lumo_ha": 0.0054, "gap_ev": 8.0, "total_charge": 0, "homo_energy_ev": -7.877, "de_lowest_kcal_mol": 11.4, "max_force_ev_per_a": 5.79, "multiplicity": 1}